Record 1
A structure of composition C46H39Cl3N10O9STi. Source: the Open Molecules 2025 dataset; level of theory: ωB97M-V/def2-TZVPD.

```
! RIJCOSX wB97M-V def2-TZVPD def2/J DEFGRID3
* xyz 2 1
Ti -0.39 -0.64 0.55
C -5.69 12.19 -1.66
O -5.74 11.40 -0.48
C -5.18 10.18 -0.49
C -4.52 9.63 -1.60
C -3.96 8.37 -1.51
C -4.07 7.64 -0.32
C -4.73 8.19 0.77
C -5.28 9.45 0.69
N -3.55 6.35 -0.14
N -2.90 5.88 -1.08
C -2.46 4.55 -0.88
C -1.18 4.27 -1.28
C -0.63 2.99 -1.11
C -1.41 2.00 -0.57
O -0.88 0.74 -0.41
C -2.75 2.23 -0.17
N -3.43 1.19 0.38
C -4.69 1.39 0.69
C -5.36 2.62 0.49
C -4.66 3.68 -0.02
C -3.29 3.52 -0.34
H -6.20 13.11 -1.43
H -6.19 11.69 -2.49
H -4.65 12.41 -1.94
H -4.44 10.18 -2.52
H -3.46 7.94 -2.36
H -4.80 7.61 1.69
H -5.80 9.90 1.53
H -0.59 5.06 -1.71
H 0.38 2.77 -1.43
H -5.23 0.54 1.10
H -6.41 2.70 0.73
H -5.15 4.63 -0.17
C 12.08 -6.14 0.34
O 10.82 -6.75 0.10
C 9.73 -5.98 0.08
C 9.73 -4.60 0.27
C 8.54 -3.90 0.23
C 7.33 -4.54 -0.01
C 7.34 -5.93 -0.22
C 8.52 -6.64 -0.17
C 6.07 -3.83 -0.05
N 4.93 -4.33 -0.50
C 4.01 -3.34 -0.33
C 4.59 -2.21 0.23
N 5.90 -2.54 0.40
C 3.85 -1.02 0.49
C 4.35 0.19 1.00
C 3.50 1.25 1.19
C 2.14 1.11 0.90
N 1.66 -0.03 0.42
C 2.48 -1.07 0.18
C 1.87 -2.23 -0.39
N 0.53 -2.16 -0.65
C -0.05 -3.19 -1.26
C 0.66 -4.33 -1.64
C 1.99 -4.44 -1.33
C 2.63 -3.37 -0.68
H 12.81 -6.94 0.32
H 12.10 -5.66 1.32
H 12.32 -5.41 -0.43
H 10.66 -4.06 0.45
H 8.58 -2.82 0.36
H 6.41 -6.44 -0.41
H 8.54 -7.71 -0.33
H 6.62 -2.00 0.84
H 5.40 0.29 1.25
H 3.86 2.20 1.57
H 1.44 1.92 1.06
H -1.11 -3.11 -1.46
H 0.14 -5.12 -2.16
H 2.57 -5.32 -1.58
C -7.01 -1.25 3.98
C -7.80 -2.13 3.03
S -6.88 -2.72 1.63
O -7.72 -3.55 0.83
O -6.18 -1.60 1.02
C -5.59 -3.75 2.32
C -4.71 -4.27 1.19
N -3.81 -3.24 0.62
C -2.71 -2.77 1.22
N -2.17 -1.78 0.49
C -2.97 -1.63 -0.63
C -3.98 -2.51 -0.55
N -5.02 -2.68 -1.54
O -5.13 -1.78 -2.32
O -5.66 -3.71 -1.51
C -2.23 -3.27 2.53
H -7.69 -0.75 4.67
H -6.46 -0.48 3.43
H -6.30 -1.83 4.58
H -8.63 -1.60 2.56
H -8.22 -3.02 3.51
H -6.07 -4.60 2.81
H -5.03 -3.18 3.06
H -5.32 -4.65 0.37
H -4.08 -5.09 1.54
H -2.79 -0.89 -1.39
H -2.48 -4.32 2.67
H -2.68 -2.70 3.35
H -1.15 -3.16 2.61
Cl -1.23 0.91 2.52
C -0.13 0.28 3.83
Cl 0.77 1.60 4.50
Cl -1.10 -0.54 5.04
C 0.81 -0.78 3.16
O 1.93 -0.92 3.51
O 0.20 -1.44 2.19
*
```

Summary:
- Maximum force: 0.50 eV/Å
- LUMO energy: -0.2507 Eh
- DFT total energy: -153169.404 eV
- Frontier orbital gap: 4.629 eV
- HOMO level: -0.4208 Eh

Record 2
A structure of composition C3H6N2O2 at a distorted geometry. Source: the Open Molecules 2025 dataset; level of theory: ωB97M-V/def2-TZVPD.

```
! RIJCOSX wB97M-V def2-TZVPD def2/J DEFGRID3
* xyz 0 1
C -0.03 -0.26 -0.54
C 0.09 0.71 0.46
N 0.15 -1.63 -0.16
C 1.44 -1.47 -0.32
N 0.24 2.02 0.17
O -1.97 0.18 0.13
O 2.48 -2.06 -0.26
H -2.23 -0.51 0.76
H -0.51 -2.41 -0.29
H -0.28 -0.01 -1.56
H 0.30 0.40 1.47
H 0.13 2.34 -0.78
H 0.19 2.69 0.92
*
```

Summary:
- Maximum force: 2.70 eV/Å
- LUMO energy: 0.0082 Eh
- DFT total energy: -10278.756 eV
- Frontier orbital gap: 7.477 eV
- HOMO level: -0.2666 Eh

Record 3
A structure of composition C18H28BO8Y at a distorted geometry. Source: the Open Molecules 2025 dataset; level of theory: ωB97M-V/def2-TZVPD.

```
! RIJCOSX wB97M-V def2-TZVPD def2/J DEFGRID3
* xyz 2 1
Y -0.35 0.04 0.02
C -0.65 -2.86 1.17
C 0.06 -2.30 2.38
O 0.24 -0.89 2.09
C 0.66 -0.09 3.21
C 1.57 0.95 2.65
O 0.85 1.55 1.56
C 1.59 2.64 0.97
C 0.71 3.22 -0.08
O 0.31 2.10 -0.90
C 0.13 2.41 -2.30
C -0.59 1.22 -2.88
O -0.04 0.01 -2.32
C 1.17 -0.51 -2.93
C 2.33 -0.26 -2.01
O 1.97 -0.67 -0.68
C 2.32 -2.01 -0.27
C 1.14 -2.92 -0.52
O -0.06 -2.30 -0.02
H -1.70 -2.56 1.15
H -0.61 -3.95 1.13
H 1.04 -2.74 2.57
H -0.56 -2.42 3.26
H 1.17 -0.71 3.95
H -0.22 0.34 3.68
H 2.49 0.51 2.25
H 1.82 1.70 3.39
H 2.52 2.25 0.56
H 1.83 3.38 1.74
H 1.24 3.96 -0.68
H -0.19 3.68 0.33
H 1.11 2.60 -2.74
H -0.49 3.30 -2.41
H -0.54 1.19 -3.97
H -1.65 1.22 -2.60
H 1.32 -0.04 -3.91
H 0.99 -1.57 -3.10
H 2.59 0.79 -1.94
H 3.22 -0.81 -2.35
H 2.56 -1.94 0.79
H 3.21 -2.35 -0.80
H 1.28 -3.90 -0.05
H 0.98 -3.09 -1.58
O -3.53 -0.96 0.58
B -2.76 0.09 0.04
O -3.58 1.07 -0.52
C -4.89 0.61 -0.31
C -6.07 1.22 -0.68
C -7.24 0.55 -0.34
C -7.20 -0.68 0.33
C -6.00 -1.28 0.69
C -4.86 -0.59 0.34
H -6.08 2.18 -1.19
H -8.19 0.98 -0.60
H -8.13 -1.18 0.57
H -5.96 -2.23 1.20
*
```

Summary:
- Maximum force: 2.01 eV/Å
- LUMO energy: -0.1829 Eh
- DFT total energy: -37207.972 eV
- Frontier orbital gap: 7.969 eV
- HOMO level: -0.4757 Eh

- What is the HOMO level in the third record?
  -0.4757 Eh